1.
# C33H87BF4N5O11

A cluster of 7 separate species, C33H87BF4N5O11 in total in a non-equilibrium geometry (ωB97M-V/def2-TZVPD, the OMol25 dataset).

As for the spin multiplicity: 1. The calculation puts the HOMO-LUMO gap at 9.16 eV. The highest occupied orbital energy is -15.1 eV. For the lowest unoccupied orbital energy, the calculation gives -5.959 eV. As for the energy above the lowest of the compared OMol25 structures with the same formula, charge and spin: 28.24 kcal per mole. Its charge is +3.

Geometry as XYZ:
```
141
Properties=species:S:1:pos:R:3:forces:R:3
C -0.227023 30.687347 -5.382941 0.8 -0.6 0.0
C 0.112558 31.041098 -3.934413 0.4 0.3 0.6
C -0.990904 30.721706 -2.953404 -0.2 -1.1 -1.0
O 1.329366 30.448253 -3.541259 0.6 0.0 -0.4
H -1.158333 31.124759 -5.739762 0.1 0.2 -0.2
H -0.263417 29.599891 -5.542647 -0.5 -0.1 0.5
H 0.631553 30.899950 -6.031370 -0.3 0.8 -0.1
H 0.209706 32.140518 -3.807179 0.1 0.1 -0.6
H -1.944660 31.140719 -3.277695 0.0 0.3 0.4
H -0.693677 31.030061 -1.955958 -0.4 0.0 0.1
H -1.142620 29.636683 -2.997684 0.0 0.0 0.4
C -0.735471 29.242343 -9.613443 -0.1 0.2 -0.5
O -1.789156 29.672135 -8.754495 0.3 -0.1 0.3
C -2.105026 31.031540 -8.887989 0.0 0.2 -0.1
C -3.295953 31.341928 -7.975327 -0.3 0.8 -0.9
N -4.051358 30.122344 -7.569793 0.5 0.5 0.8
H -4.965382 30.462923 -7.267919 -0.2 -0.3 -0.3
H -4.185304 29.459255 -8.337548 0.2 -0.1 0.0
C -3.504222 29.425734 -6.327237 -0.6 0.1 -0.7
C -4.432588 28.263282 -6.060931 -0.4 0.5 1.5
O -4.528442 27.469753 -7.194619 0.9 -0.4 -0.1
C -5.307169 26.293512 -6.982160 -0.6 -0.2 0.2
H -0.063618 28.559202 -9.097343 -0.2 -0.1 0.2
H -0.129762 30.085147 -9.955288 -0.1 0.0 0.0
H -1.182172 28.755402 -10.480630 0.2 -0.1 -0.1
H -2.397260 31.304547 -9.908705 0.1 -0.3 -0.1
H -1.244512 31.665911 -8.649500 0.0 0.0 0.2
H -3.996297 31.961651 -8.540113 0.0 -0.2 -0.1
H -3.062588 31.989053 -7.130999 0.2 -0.7 0.5
H -3.548719 30.237474 -5.603842 0.0 -0.4 0.5
H -2.479311 29.092334 -6.453712 0.0 0.2 -0.5
H -5.422931 28.619979 -5.728458 0.0 0.1 -0.3
H -4.053289 27.766523 -5.155979 0.1 -0.4 -0.3
H -5.069326 25.699176 -6.092289 0.4 0.6 0.3
H -5.146185 25.590353 -7.794266 -0.2 0.4 -0.4
H -6.340986 26.632478 -6.885060 -0.2 -0.5 -0.2
C 5.713741 29.940322 -6.714415 1.0 0.9 0.3
O 4.674013 29.560548 -5.827229 0.1 -0.3 0.0
C 4.904018 29.844417 -4.469665 -0.2 1.0 0.0
C 4.618556 31.335684 -4.209270 -1.1 0.4 0.6
N 3.422659 31.764484 -4.996956 -0.4 0.7 -0.8
H 3.615358 31.509740 -5.967232 -0.3 -0.3 0.0
H 2.525944 31.306535 -4.703734 -0.1 -0.8 0.8
C 3.205502 33.253714 -5.013814 2.0 0.1 -0.1
C 1.950012 33.689598 -5.719634 -0.9 -0.7 0.5
O 1.802564 33.101438 -6.988321 0.3 0.2 -0.2
C 2.564836 33.760887 -8.001808 0.7 -0.3 0.4
H 6.511451 29.198264 -6.757828 -0.3 -0.3 -0.3
H 6.234270 30.854396 -6.384115 -0.3 0.0 0.2
H 5.295650 30.201174 -7.683860 -0.1 -0.5 -0.1
H 5.892639 29.615692 -4.066548 0.2 -0.2 -0.4
H 4.181302 29.269139 -3.894676 -0.1 -0.1 -0.1
H 5.360516 32.099248 -4.440012 0.5 -0.5 -0.1
H 4.331222 31.483323 -3.166078 0.2 -0.1 0.0
H 4.098431 33.633898 -5.525662 -0.2 0.1 -0.2
H 3.358983 33.634018 -4.003140 -0.7 -0.1 0.1
H 1.899068 34.782064 -5.737468 0.1 0.0 -0.1
H 1.095429 33.322485 -5.142593 0.0 0.2 0.0
H 2.349158 34.829964 -8.002526 -0.2 0.0 -0.3
H 2.387250 33.256992 -8.946874 -0.4 0.2 0.0
H 3.642904 33.641986 -7.821602 0.0 0.1 0.1
C -0.891939 26.381543 -7.009461 0.9 -0.8 -0.4
O 0.050473 26.923295 -6.094640 0.0 0.7 0.3
C 1.389786 26.707716 -6.458659 0.0 -0.9 -0.9
C 2.326685 27.566016 -5.645274 -0.7 0.9 2.3
N 1.711380 27.816871 -4.238423 -0.5 -1.7 -0.9
H 1.571559 28.815735 -3.954021 0.1 1.0 -0.2
H 0.763131 27.459112 -4.443706 -0.2 0.1 0.9
C 2.276778 27.043829 -3.054247 -0.8 2.4 -0.3
C 1.775936 25.637833 -3.081728 1.5 -1.6 -0.8
O 0.413329 25.603743 -3.347621 -0.6 0.8 0.7
C -0.272862 24.411765 -2.953737 0.7 0.1 0.0
H -1.015260 27.048334 -7.865368 -0.5 0.2 0.3
H -1.789462 26.107987 -6.466295 -0.2 0.4 -0.1
H -0.496935 25.451353 -7.438652 0.0 0.0 0.2
H 1.543716 26.951862 -7.516827 0.0 0.1 0.0
H 1.613182 25.638485 -6.369536 0.1 0.0 0.2
H 2.390409 28.572378 -6.048386 0.5 -0.2 -0.2
H 3.269685 27.093252 -5.391086 0.3 0.1 -0.8
H 1.924714 27.657739 -2.215585 -0.5 -0.6 0.2
H 3.340315 27.281134 -3.031070 0.2 -1.0 -0.3
H 2.129682 25.061057 -2.218632 -0.5 0.4 0.4
H 2.287683 25.089134 -3.897178 0.1 0.2 -0.1
H 0.049064 23.621994 -3.635758 -0.4 -0.2 0.1
H -1.335490 24.627672 -2.982485 0.0 -0.1 -0.3
H -0.023456 24.138067 -1.925481 0.1 0.0 0.0
C 4.603491 32.272398 2.170619 0.5 0.5 0.6
O 3.514994 31.911794 1.349290 -0.7 -0.5 0.1
C 3.676008 32.169892 -0.004768 0.2 0.3 -0.3
C 2.360695 31.977383 -0.740435 0.4 0.0 0.0
N 1.680641 30.698302 -0.294322 -0.2 1.7 -0.9
H 1.319941 30.345513 -1.194153 0.2 -0.9 0.1
H 2.463909 30.170282 0.086673 -0.5 -0.7 0.1
C 0.513739 30.739878 0.639159 -0.1 -0.4 0.4
C -0.113809 29.341425 0.710814 -0.6 -0.2 0.3
O 0.123694 28.637167 -0.494695 0.7 0.1 -0.1
C -0.919086 27.725470 -0.840177 -0.1 0.4 0.1
H 4.720940 33.361177 2.192070 0.1 0.0 -0.3
H 5.543107 31.791323 1.888320 -0.1 0.0 -0.3
H 4.399469 31.990697 3.201647 -0.3 -0.2 -0.2
H 4.411368 31.496807 -0.473736 0.2 0.0 0.3
H 4.012569 33.201319 -0.169342 0.1 0.0 -0.1
H 2.589343 31.756746 -1.784721 -0.1 0.3 -0.1
H 1.761681 32.883944 -0.711053 -0.6 -0.4 0.4
H -0.264699 31.421580 0.296373 0.4 0.3 -0.4
H 0.886693 31.068461 1.605778 -0.1 0.0 0.0
H -1.193851 29.470583 0.839063 0.0 0.2 0.1
H 0.250378 28.798039 1.586966 0.2 -0.2 -0.1
H -1.826914 28.316195 -0.986193 -0.2 -0.3 0.0
H -1.048939 26.974325 -0.058213 -0.1 0.1 0.0
H -0.629403 27.219145 -1.760202 0.0 0.1 0.0
C -4.586150 38.874094 -4.471746 0.8 0.2 0.7
O -3.293411 38.349920 -4.059152 -0.3 -0.3 -0.1
C -2.533371 39.358165 -3.437805 0.1 0.2 -0.5
C -1.477637 38.719937 -2.566455 -0.1 -1.0 -0.5
N -2.182957 37.714205 -1.678509 1.0 1.1 0.9
H -2.540642 38.316835 -0.936992 -0.7 -0.5 0.0
H -2.939624 37.229598 -2.180651 0.0 0.0 -0.1
C -1.275896 36.711979 -1.023802 -0.1 -0.2 0.3
C -1.271670 35.430091 -1.842404 0.4 0.6 -0.7
O -2.604592 35.192174 -2.185143 0.4 -0.1 -0.2
C -2.797337 34.244666 -3.230108 -0.7 -1.0 0.4
H -5.089327 38.183406 -5.136607 0.2 -0.2 0.1
H -4.419422 39.827515 -4.974674 -0.2 0.0 -0.1
H -5.135201 39.019422 -3.539333 -0.4 0.1 -0.3
H -3.162869 40.017833 -2.828882 -0.1 0.0 0.0
H -2.049025 39.950320 -4.219688 0.1 0.3 0.2
H -0.947691 39.434376 -1.941674 -0.1 0.0 0.1
H -0.738757 38.159370 -3.139205 -0.1 0.0 -0.2
H -1.639483 36.491791 -0.020487 -0.3 0.1 -0.1
H -0.302560 37.184166 -0.905657 0.1 -0.2 -0.2
H -0.759870 34.637370 -1.288903 -0.3 -0.2 0.2
H -0.693554 35.581177 -2.767769 0.1 0.0 0.0
H -2.064139 34.240447 -4.044615 0.1 0.8 0.0
H -3.812876 34.428180 -3.571554 0.1 0.0 -0.3
H -2.783447 33.218819 -2.845972 -0.1 0.2 0.4
B -4.170358 30.902387 -0.240354 0.8 0.3 0.7
F -5.200928 31.569683 0.387977 -0.1 -0.1 -0.2
F -4.593746 29.826556 -1.008891 0.0 -0.1 -0.2
F -3.413002 31.808706 -1.052631 0.0 0.3 -0.6
F -3.209056 30.468678 0.739614 -0.1 -0.3 -0.1
```
Forces are in eV/Å.

***

2.
# C14H56N28O14

A cluster of 14 separate species, C14H56N28O14 in total in a non-equilibrium geometry (ωB97M-V/def2-TZVPD, the OMol25 dataset).

As for the spin multiplicity: 1. The calculation puts the HOMO-LUMO gap at 8.80 eV. The highest occupied orbital energy is -9.0 eV. For the lowest unoccupied orbital energy, the calculation gives -0.153 eV. As for the energy above the lowest of the compared OMol25 structures with the same formula, charge and spin: 86.30 kcal per mole.

Geometry as XYZ:
```
112
Properties=species:S:1:pos:R:3:forces:R:3
C -2.799445 -5.035948 1.768564 0.9 0.6 -0.7
O -1.925384 -5.875289 1.945807 -0.8 -0.8 1.0
N -2.646921 -4.159013 0.755670 0.9 0.4 -0.7
N -3.891283 -4.771885 2.512438 -1.5 -0.4 1.4
H -1.683173 -4.163151 0.456506 -0.2 0.2 -0.4
H -3.151755 -3.285515 0.698185 -0.3 -0.1 -0.2
H -4.578844 -4.093651 2.212588 0.2 0.0 -0.5
H -4.272624 -5.454200 3.147790 0.4 -0.2 -0.1
C -2.383533 -2.911391 -2.636715 0.0 0.3 -0.2
O -2.227693 -2.438443 -1.500011 -0.5 -1.2 -1.4
N -2.397220 -4.204488 -3.003466 0.2 -0.7 2.2
N -2.603477 -2.158578 -3.733589 -0.3 2.0 0.2
H -2.359861 -4.820503 -2.202875 0.3 -0.6 -0.6
H -2.250462 -4.455668 -3.961133 0.0 -0.5 0.1
H -2.899499 -2.599551 -4.583818 -0.2 0.2 -0.1
H -2.956309 -1.240166 -3.500011 0.0 0.0 -0.5
C 1.570372 3.328678 3.715937 -2.8 0.5 0.3
O 0.697141 2.473988 3.425252 1.6 0.8 0.2
N 2.483838 3.180485 4.674296 0.8 -1.7 0.5
N 1.518022 4.614353 3.319678 -0.2 0.7 -0.8
H 2.951901 3.992795 5.025644 0.1 -0.2 0.3
H 2.351450 2.345893 5.223726 0.5 0.2 0.1
H 2.285992 5.222740 3.539970 0.0 0.2 -0.3
H 0.698353 5.017451 2.901668 0.3 -0.2 -0.4
C 3.936789 1.003383 2.348210 -0.9 -0.5 -0.8
O 4.022075 1.749863 1.380256 0.2 0.1 0.6
N 2.870237 0.176831 2.529100 -1.5 -0.8 -0.2
N 4.878073 0.796617 3.279473 1.5 1.1 0.7
H 2.109897 0.259284 1.868609 0.2 0.3 -0.3
H 2.492308 -0.010058 3.444154 0.5 0.1 0.2
H 5.502810 1.571630 3.439241 0.2 -0.3 -0.1
H 4.848846 0.052317 3.951282 -0.2 0.0 -0.1
C -4.634121 -1.160495 0.184307 1.6 1.5 0.2
O -4.890722 -2.292812 0.573142 0.0 -0.6 0.4
N -4.911753 -0.682196 -1.045274 -0.6 0.0 -0.3
N -3.940383 -0.207235 0.926847 -0.3 -1.3 0.2
H -5.240774 -1.317087 -1.750167 -0.3 0.2 0.1
H -4.715569 0.309840 -1.179371 -0.2 -0.5 -0.5
H -3.582971 0.575398 0.402423 -0.2 0.2 0.0
H -3.260166 -0.586307 1.586759 -0.6 0.2 0.0
C -2.686330 3.060008 2.218751 0.4 -0.4 -0.2
O -3.827613 2.692915 2.018015 -0.3 0.7 0.2
N -2.260386 4.249579 2.715664 -0.8 0.9 0.1
N -1.626702 2.279590 1.925158 -0.2 -1.3 -0.8
H -2.976519 4.911340 2.963302 0.4 0.1 0.3
H -1.314477 4.264865 3.046818 -0.2 0.4 0.3
H -1.959464 1.369592 1.648490 0.5 -0.1 0.1
H -0.664037 2.450341 2.196552 -0.4 0.0 0.2
C 3.236698 2.245385 -3.556281 -0.4 0.2 -0.4
O 2.785287 3.376134 -3.440230 0.3 0.2 0.1
N 2.540378 1.127772 -3.247819 -1.6 -0.7 0.0
N 4.423769 1.882810 -4.092746 0.0 0.4 0.1
H 2.961155 0.214018 -3.112416 0.4 0.1 0.2
H 1.556606 1.196826 -3.050027 0.3 0.3 0.5
H 5.121041 2.570173 -4.313537 0.1 -0.4 -0.1
H 4.439308 0.886822 -4.221476 1.3 0.1 -0.3
C -2.071653 -1.208182 3.886011 -0.1 0.4 -1.6
O -1.875341 -0.731114 2.744718 0.7 -0.3 1.0
N -2.861596 -2.254128 4.039002 -0.6 -0.8 0.3
N -1.473598 -0.727669 4.977600 1.4 1.8 1.0
H -3.258101 -2.652164 3.203700 -0.2 -0.2 0.3
H -3.117856 -2.559507 4.961484 -0.2 -0.3 -0.3
H -1.038023 0.176586 4.856829 0.0 -0.1 -0.3
H -1.672314 -0.892511 5.949578 -0.5 -0.6 -0.3
C -3.533499 2.097247 -2.345871 1.6 0.0 -0.6
O -3.799933 1.867869 -1.170276 -0.9 0.5 -0.7
N -2.561605 1.414331 -2.991604 0.8 -1.5 -0.1
N -4.060564 3.038533 -3.164234 -1.5 0.6 1.5
H -2.124984 1.718264 -3.843336 -0.1 0.0 0.0
H -2.234610 0.551175 -2.584444 0.4 0.4 0.3
H -3.666058 3.317089 -4.041359 -0.1 -0.1 0.0
H -4.819111 3.537222 -2.724545 0.2 0.5 -0.5
C 3.638085 -2.165325 -2.170096 0.9 1.3 1.3
O 4.169314 -1.279070 -2.858709 -0.1 -0.5 -0.7
N 2.484391 -1.969376 -1.550468 -2.7 1.0 0.6
N 4.263600 -3.275671 -1.743809 0.3 -0.1 -1.2
H 1.986492 -2.635332 -0.976430 0.8 -0.5 -0.2
H 2.012135 -1.074966 -1.547900 0.3 0.0 -0.7
H 3.817320 -3.726849 -0.956020 0.7 -0.4 0.0
H 5.209457 -3.299775 -2.084938 0.1 -0.7 0.6
C 1.368516 -3.993030 1.086967 1.7 0.0 -0.5
O 2.294114 -4.087268 0.270349 -0.5 -0.4 0.1
N 0.623782 -5.021749 1.503799 -0.2 0.6 0.4
N 1.121986 -2.806730 1.704459 -0.6 0.5 0.6
H 0.704254 -5.943388 1.115932 -0.1 0.1 0.0
H 0.014152 -4.819667 2.276773 -0.3 -0.8 -0.2
H 0.215700 -2.621707 2.106060 0.0 0.0 0.0
H 1.677106 -1.996963 1.484097 0.1 -0.2 -0.3
C 0.089697 0.077479 -0.587531 -0.5 -0.7 0.0
O 0.512927 0.065298 -1.753939 -0.9 0.1 0.7
N -0.887647 -0.694634 -0.057214 0.0 -0.2 -1.1
N 0.577303 0.837868 0.418335 1.2 0.5 0.1
H -1.453190 -1.310358 -0.651006 0.3 0.2 0.4
H -0.992322 -0.652583 0.943680 -0.5 -0.4 -0.1
H -0.083982 0.894530 1.169824 0.7 0.8 0.3
H 1.297870 1.521540 0.241963 -0.2 0.2 0.1
C 0.591730 -1.332826 -5.877248 -1.0 0.0 -3.2
O 0.046682 -1.824359 -6.887932 0.5 -0.1 1.5
N 1.886277 -0.962071 -5.850782 0.5 0.0 0.3
N -0.060127 -0.945926 -4.772793 0.0 0.3 0.8
H 2.129376 -0.338632 -5.100217 0.9 -0.1 -0.1
H 2.555386 -1.337169 -6.497601 -0.1 0.1 0.0
H -1.059965 -0.896699 -4.744131 0.2 -0.1 0.0
H 0.511074 -0.406263 -4.146746 -0.7 0.0 0.7
C 3.734649 5.544405 0.825411 1.7 -1.1 -1.9
O 4.626559 5.682911 1.650118 -0.4 -0.3 1.4
N 3.123273 4.382159 0.498515 -0.8 0.1 0.5
N 3.587881 6.533504 -0.089823 -0.4 1.2 0.6
H 3.436945 3.498165 0.874498 -0.1 0.0 0.2
H 2.291647 4.441240 -0.062937 0.2 -0.4 -0.2
H 4.272879 7.231300 0.153544 -0.4 0.5 -0.8
H 3.070650 6.488902 -0.948627 0.2 0.0 0.0
```
Forces are in eV/Å.

***

3.
# C5H8O2

A structure of composition C5H8O2 (ωB97M-V/def2-TZVPD, the OMol25 dataset).

As for the spin multiplicity: 1. The calculation puts the HOMO-LUMO gap at 7.87 eV. The highest occupied orbital energy is -7.7 eV. For the lowest unoccupied orbital energy, the calculation gives 0.142 eV. As for the energy above the lowest of the compared OMol25 structures with the same formula, charge and spin: 122.11 kcal per mole.

Geometry as XYZ:
```
15
Properties=species:S:1:pos:R:3:forces:R:3
C 1.810916 -0.402640 0.741640 0.1 -0.1 0.1
C 0.641013 -0.085959 -0.097113 -0.1 -0.9 0.0
C 0.252440 -0.757628 -1.232247 0.4 0.1 -0.1
C -0.723544 0.029160 0.256353 0.3 0.4 0.0
O -1.158247 -0.711807 1.286389 -0.2 0.1 -0.2
C -1.272979 1.324377 -0.362428 -0.4 -0.3 0.2
O -0.350384 1.789435 -1.181509 -0.4 0.4 -0.3
H 2.709000 -0.423424 0.119347 -0.1 0.0 0.2
H 1.639831 -1.391940 1.171664 0.2 0.0 0.2
H 1.941259 0.318600 1.552550 -0.1 -0.1 -0.1
H -0.355967 -0.270476 -1.991921 -0.2 -0.1 0.4
H 0.698152 -1.736204 -1.414746 0.1 0.3 -0.3
H -2.124812 -0.772644 1.287702 0.1 0.3 0.0
H -2.310489 1.231245 -0.768076 0.2 0.0 0.1
H -1.396185 1.859902 0.632388 0.0 -0.1 -0.2
```
Forces are in eV/Å.